P.
Here is one molecule with the formula CH2N4O from OMol25. Energies are from ωB97M-V with the def2-TZVPD basis set.

Geometry as XYZ:
```
8
Properties=species:S:1:pos:R:3:lowdin_charge:R:1
O -0.6718 0.4754 -1.6609 0.121
C -0.4068 0.1816 -0.3874 -0.457
N 0.5473 -0.7101 0.1056 0.070
N 0.4462 -0.5810 1.4759 -0.039
N -0.4381 0.2696 1.7359 -0.037
N -0.9457 0.8264 0.5998 0.083
H -0.1301 -0.0521 -2.2573 0.122
H 0.5385 -1.7157 0.1541 0.137
```

Calculated values
Net charge   0
SMILES   Oc1nnn[nH]1
Multiplicity   1
Highest occupied orbital energy   -10.65 eV
Frontier orbital gap   0.399 Ha

=====

Q.
Here is one molecule with the formula CH2N4O from OMol25. Energies are from ωB97M-V with the def2-TZVPD basis set.

Geometry as XYZ:
```
8
Properties=species:S:1:pos:R:3:lowdin_charge:R:1
C -0.6076 -0.6818 0.4185 -0.125
H -0.1817 1.8761 -1.2783 0.160
H -1.7083 -0.8825 0.3389 0.144
N 0.0151 0.3278 -0.1994 -0.254
N 0.3324 -1.2729 1.1739 0.022
N 1.5011 -0.6042 0.8666 -0.025
N 1.2654 0.2791 -0.0723 0.030
O -0.6163 0.9584 -1.2479 0.047
```

Calculated values
Net charge   0
SMILES   On1cnnn1
Multiplicity   1
Highest occupied orbital energy   -10.97 eV
Frontier orbital gap   0.420 Ha

=====

R.
Here is one molecule with the formula CH2N4O from OMol25. Energies are from ωB97M-V with the def2-TZVPD basis set.

Geometry as XYZ:
```
8
Properties=species:S:1:pos:R:3:lowdin_charge:R:1
C 0.4983 0.0280 -0.1418 -0.375
H 2.0556 -1.0333 0.1105 0.020
H -0.5461 1.9584 0.4110 0.137
N 1.8855 -0.0515 -0.1296 0.082
N -0.2356 -1.2193 -0.0284 0.055
N -1.4732 -1.0596 -0.0045 0.072
N -0.4681 1.0631 -0.0123 0.116
O -1.7164 0.3144 -0.2051 -0.108
```

Calculated values
Net charge   0
SMILES   [H]/N=c1\nno[nH]1
Multiplicity   1
Highest occupied orbital energy   -9.64 eV
Frontier orbital gap   0.334 Ha

=====

The most stable arrangement is P, and the next structure is 1.403 eV less stable.

=====

P.
Here is a 2-piece molecular cluster, C16H17NO overall from OMol25. Energies are from ωB97M-V with the def2-TZVPD basis set.

Geometry as XYZ:
```
35
Properties=species:S:1:pos:R:3:lowdin_spin:R:1
C -3.6998 -2.2548 0.7021 -0.004
C -1.7723 -0.8751 1.8705 0.071
C -3.1096 -1.1310 1.4964 0.035
C -1.7715 0.3978 2.5140 0.007
C -3.9030 -0.0686 1.9034 0.195
C -0.5375 -1.5638 1.6397 0.198
C 0.5837 -1.1291 2.3523 0.050
C 0.5494 0.0535 3.0692 0.123
C -0.6012 0.9060 3.0684 0.164
N -3.0371 0.9293 2.4165 0.031
H -0.5618 -2.4525 1.0149 0.025
H 1.5293 -1.6637 2.3573 0.001
H 1.4436 0.4278 3.5484 0.009
H -4.7230 -2.0422 0.3746 0.002
H -3.9001 -3.1244 1.3331 -0.001
H -4.9031 0.1528 1.5648 0.031
H -3.3738 1.5364 3.1455 0.004
H -0.4988 1.8635 3.5740 0.017
H -3.0265 -2.5394 -0.1073 0.004
C 3.3489 2.7290 -1.3815 0.000
C 2.2037 1.6309 -3.3578 0.001
C 2.6950 1.5566 -2.0607 0.000
C 1.5121 0.5530 -3.8856 0.002
C 1.3701 -0.6182 -3.1569 0.005
C 2.5160 0.3946 -1.3154 0.002
C 1.8667 -0.6975 -1.8632 0.008
O 0.6370 -1.6075 -3.7481 0.009
H 2.3139 2.5319 -3.9442 0.000
H 1.1321 0.5418 -4.8926 0.000
H 3.1937 2.6548 -0.2986 0.000
H 2.9440 3.7190 -1.5851 0.000
H 2.9582 0.3241 -0.3312 0.000
H 0.5552 -2.3831 -3.1905 0.004
H 1.6414 -1.5865 -1.3094 0.005
H 4.4250 2.8345 -1.5170 0.000
```

Calculated values
Net charge   -1
Multiplicity   2
Highest occupied orbital energy (spin up / spin down)   0.49 / -2.98 eV
Frontier orbital gap (spin up / spin down)   0.094 / 0.217 Ha

=====

Q.
Here is a 2-piece molecular cluster, C16H17NO overall from OMol25. Energies are from ωB97M-V with the def2-TZVPD basis set.

Geometry as XYZ:
```
35
Properties=species:S:1:pos:R:3:lowdin_spin:R:1
C 2.7392 -0.5124 2.5984 0.009
C -0.7948 0.4097 3.4168 0.002
C 0.2060 0.0948 2.4869 0.003
C 1.4399 -0.1014 3.2122 0.002
C 1.1417 0.1251 4.5150 0.003
C -2.4324 0.2892 1.7084 0.006
C -2.1327 0.5140 3.0415 0.003
C -1.4275 0.1202 0.7481 0.014
C -0.1309 -0.1398 1.1464 0.013
N -0.1961 0.4252 4.6618 0.000
H -3.4742 0.3448 1.4171 0.002
H -2.8834 0.8122 3.7662 0.001
H -1.6923 -0.0308 -0.2956 0.011
H 0.6271 -0.5178 0.4697 0.001
H -0.5151 0.8122 5.5343 0.000
H 1.8074 0.0367 5.3634 0.001
H 2.7378 -1.5409 2.2389 0.002
H 3.5427 -0.4029 3.3288 0.001
H 3.0232 0.1781 1.8002 0.005
C 0.9195 -2.2524 -3.4701 0.032
C 0.5361 1.4612 -2.8439 0.176
C 1.0907 0.2055 -2.9174 0.047
C -0.8816 1.6014 -3.0758 0.120
C 0.3144 -0.9464 -3.0654 0.153
C -1.6678 0.4870 -3.0835 0.050
C -1.1080 -0.7927 -2.9202 0.223
O -1.3440 2.9042 -3.3244 0.020
H 1.1676 2.3287 -2.6497 0.028
H 2.1629 0.0373 -2.8156 0.006
H -1.5392 3.0460 -4.2548 0.008
H -2.7508 0.5852 -3.1060 0.005
H 1.7408 -2.1813 -4.1813 0.006
H 0.1820 -2.9097 -3.9256 0.002
H -1.7643 -1.6651 -2.8919 0.033
H 1.3562 -2.8250 -2.6326 0.014
```

Calculated values
Net charge   -1
Multiplicity   2
Highest occupied orbital energy (spin up / spin down)   0.77 / -3.34 eV
Frontier orbital gap (spin up / spin down)   0.076 / 0.226 Ha

=====

The most stable arrangement is P, and the next structure is 0.459 eV less stable.

=====

P.
Here is one molecule with the formula C8H10 from OMol25. Energies are from ωB97M-V with the def2-TZVPD basis set.

Geometry as XYZ:
```
18
Properties=species:S:1:pos:R:3:lowdin_charge:R:1
C -2.5420 -0.1929 -0.0623 -0.098
C -1.4465 0.4401 0.8223 -0.205
C 0.7726 1.2444 0.0037 -0.049
C -0.0337 0.1591 0.3806 -0.237
C 0.3931 -1.1165 0.0159 -0.055
C 1.6838 -1.3331 -0.4511 -0.085
C 2.5841 -0.2775 -0.4459 -0.096
C 2.0548 1.0176 -0.4721 -0.090
H -2.2841 -1.1831 -0.4302 0.059
H -2.8258 0.4443 -0.8967 0.070
H -3.4477 -0.2633 0.5380 0.066
H -1.6208 1.5123 0.7791 0.098
H -1.6609 0.0971 1.8364 0.109
H 0.3804 2.2431 0.1383 0.105
H -0.3312 -1.9102 0.1414 0.105
H 2.0022 -2.3411 -0.6890 0.101
H 3.6549 -0.3652 -0.3506 0.100
H 2.6668 1.8247 -0.8577 0.100
```

Calculated values
Net charge   0
SMILES   CCc1ccccc1
Multiplicity   1
Highest occupied orbital energy   -8.76 eV
Frontier orbital gap   0.362 Ha

=====

Q.
Here is a 2-piece molecular cluster, C8H10 overall from OMol25. Energies are from ωB97M-V with the def2-TZVPD basis set.

Geometry as XYZ:
```
18
Properties=species:S:1:pos:R:3:lowdin_charge:R:1
C -0.0263 0.1986 2.3552 -0.090
C -0.2509 1.1518 1.3184 -0.069
C -0.5204 0.6859 0.0388 -0.187
C -0.6272 -0.6904 -0.1918 -0.118
C -0.5147 -1.6237 0.8137 -0.080
C -0.1862 -1.1549 2.0930 -0.110
C 0.5947 1.0629 -1.8461 -0.149
C 0.7368 -0.1770 -2.3799 -0.094
H 0.2824 0.5177 3.3603 0.102
H -0.1108 2.1981 1.5544 0.102
H -0.7234 1.4192 -0.7346 0.077
H -0.7705 -1.0303 -1.2338 0.097
H -0.5816 -2.6758 0.5619 0.103
H 0.0397 -1.8984 2.8802 0.105
H 0.9499 1.3866 -0.8416 0.079
H -0.0610 1.8509 -2.1744 0.072
H 1.4965 -0.8874 -2.1137 0.057
H 0.2729 -0.3338 -3.4600 0.104
```

Calculated values
Net charge   0
SMILES   c1ccccc1.C=C
Multiplicity   1
Highest occupied orbital energy   -8.37 eV
Frontier orbital gap   0.342 Ha

=====

R.
Here is one molecule with the formula C8H10 from OMol25. Energies are from ωB97M-V with the def2-TZVPD basis set.

Geometry as XYZ:
```
18
Properties=species:S:1:pos:R:3:lowdin_charge:R:1
C 1.5807 0.3592 -0.6170 -0.180
C 0.7516 1.5384 -0.1457 -0.118
C -0.5482 1.5301 0.1712 -0.116
C -1.6375 0.4523 0.3569 -0.212
C -1.5390 -0.6958 -0.4272 -0.069
C -0.4733 -1.6454 -0.4315 -0.101
C 0.5239 -1.5501 0.4682 -0.186
C 1.5934 -0.7458 0.4549 -0.056
H 1.1953 -0.0235 -1.5175 0.087
H 2.6566 0.6987 -0.6995 0.116
H 1.0752 2.6555 -0.4095 0.137
H -0.9666 2.4491 0.6234 0.104
H -1.4516 0.5161 1.4210 0.131
H -2.4714 1.0068 0.1789 0.076
H -2.3930 -0.9628 -1.0074 0.093
H -0.7023 -2.5504 -1.0222 0.116
H 0.6803 -2.2325 1.2960 0.114
H 2.1261 -0.8000 1.3072 0.064
```

Calculated values
Net charge   0
SMILES   C1=C\C/C=C\C\C=C/1
Multiplicity   1
Highest occupied orbital energy   -8.33 eV
Frontier orbital gap   0.345 Ha

=====

The most stable arrangement is P, and the next structure is 2.984 eV less stable.

=====

P.
Here is one molecule with the formula C8H10 from OMol25. Energies are from ωB97M-V with the def2-TZVPD basis set.

Geometry as XYZ:
```
18
Properties=species:S:1:pos:R:3:lowdin_charge:R:1
C 1.1269 -0.7229 -0.0037 -0.134
C 0.9466 0.6722 0.7928 -0.241
C 1.3740 0.7075 2.0345 -0.070
C -0.4107 0.5333 -1.7200 -0.083
C 0.0338 -0.7811 -1.1843 -0.294
C -1.2410 -1.2908 -0.2866 -0.053
C -2.0614 -0.2137 -0.2242 -0.168
C -1.6875 0.8156 -1.1415 -0.122
H 0.9069 -1.5826 0.8515 0.133
H 2.2592 -0.5891 -0.3329 0.142
H 0.6288 1.5533 0.2227 0.084
H 1.9822 1.7368 2.4420 0.129
H 1.5583 -0.3671 2.3956 0.064
H 0.3981 1.2401 -2.2578 0.153
H 0.2721 -1.6092 -1.5948 0.046
H -0.9322 -1.9350 0.6178 0.117
H -3.0386 -0.1005 0.5191 0.155
H -2.1154 1.9332 -1.1302 0.140
```

Calculated values
Net charge   0
SMILES   C=CCC1C=CC=C1
Multiplicity   1
Highest occupied orbital energy   -8.47 eV
Frontier orbital gap   0.328 Ha

=====

Q.
Here is one molecule with the formula C8H10 from OMol25. Energies are from ωB97M-V with the def2-TZVPD basis set.

Geometry as XYZ:
```
18
Properties=species:S:1:pos:R:3:lowdin_charge:R:1
C 0.4938 1.5346 0.3290 -0.205
C 1.7090 0.5815 0.2794 -0.104
C 1.6742 -0.6799 -0.2403 -0.109
C 0.4391 -1.4980 -0.5465 -0.210
C -0.6534 -1.5367 0.4448 -0.116
C -1.6762 -0.6481 0.4819 -0.099
C -1.6976 0.5568 -0.3750 -0.135
C -0.8140 1.5426 -0.3741 -0.114
H 0.3636 1.5197 1.4727 0.137
H 0.9225 2.5521 0.2719 0.099
H 2.6181 0.9959 0.7474 0.101
H 2.6978 -1.0472 -0.4521 0.096
H 0.0176 -0.9361 -1.3830 0.109
H 0.7055 -2.5367 -0.8409 0.120
H -0.6173 -2.4075 1.0890 0.099
H -2.5613 -0.9920 1.0819 0.115
H -2.6431 0.6074 -0.9320 0.106
H -0.9784 2.3915 -1.0543 0.109
```

Calculated values
Net charge   0
SMILES   C1=C\C/C=C\C\C=C/1
Multiplicity   1
Highest occupied orbital energy   -8.44 eV
Frontier orbital gap   0.351 Ha

=====

The most stable arrangement is Q, and the next structure is 3.490 eV less stable.